74
Properties=species:S:1:pos:R:3:forces:R:3:lowdin_charge:R:1 method="wB97M-V/def2-TZVPD" gap_ev=7.49 total_charge=0 e_tot_ev=-48720.1627 de_lowest_ev=0.0682
Cd 0.096 0.272 0.525 0.11 0.05 -0.06 1.4241
C 0.179 0.081 -6.287 0.00 -0.01 -0.05 -0.0532
C 0.474 0.558 -4.892 -0.06 0.03 0.07 -0.2780
C 1.773 0.603 -4.396 0.00 0.00 0.02 -0.0430
C 2.010 0.963 -3.083 0.00 -0.02 -0.01 -0.0440
C 0.986 1.319 -2.201 0.06 -0.03 0.00 -0.3042
N 1.278 1.538 -0.847 0.04 0.02 0.07 -0.0610
C 1.785 2.756 -0.508 -0.01 0.07 0.02 -0.2565
C 1.877 3.835 -1.416 -0.03 -0.06 0.00 -0.0175
C 2.381 5.070 -1.059 0.01 0.03 -0.01 -0.0547
C 2.822 5.344 0.231 -0.01 -0.07 0.07 -0.2957
C 3.318 6.704 0.638 0.03 0.05 0.00 -0.0641
C 2.741 4.301 1.143 -0.01 0.04 -0.09 0.0016
C 2.261 3.048 0.792 0.04 0.02 0.04 -0.1413
N 2.313 2.048 1.816 -0.08 -0.04 -0.03 -0.0977
C 3.372 1.764 2.593 0.05 0.00 0.06 -0.0584
C 2.956 0.896 3.579 -0.04 0.03 -0.05 -0.0616
C 1.598 0.698 3.309 0.02 0.01 0.02 -0.1714
N 1.211 1.405 2.254 -0.03 -0.04 -0.05 -0.0075
C -0.306 1.369 -2.739 -0.13 0.01 -0.13 -0.1290
C -0.553 0.947 -4.044 0.08 -0.02 -0.02 0.0096
N -1.420 1.903 -2.021 0.08 0.04 0.16 -0.0749
C -2.477 2.548 -2.572 0.04 0.03 -0.09 -0.0666
C -3.343 2.866 -1.560 -0.05 0.03 0.02 -0.0549
C -2.722 2.374 -0.403 0.12 0.06 0.08 -0.1467
N -1.559 1.810 -0.683 -0.15 -0.16 -0.11 0.0190
H 1.078 0.097 -6.903 0.00 0.00 0.00 0.0741
H -0.573 0.704 -6.772 0.00 0.00 0.00 0.0775
H -0.200 -0.944 -6.280 0.00 0.00 0.00 0.0822
H 2.603 0.327 -5.036 0.00 0.00 0.00 0.1113
H 3.019 0.963 -2.687 0.00 0.00 0.00 0.1244
H 1.537 3.680 -2.432 0.01 0.02 -0.01 0.1059
H 2.422 5.853 -1.808 0.00 0.00 -0.01 0.1094
H 3.591 7.296 -0.236 0.00 0.00 0.00 0.0710
H 4.198 6.633 1.279 0.00 0.00 0.00 0.0733
H 2.557 7.263 1.188 0.00 0.00 0.00 0.0775
H 3.057 4.455 2.169 0.00 0.00 0.01 0.1219
H 4.332 2.208 2.388 0.00 -0.01 0.00 0.1298
H 3.548 0.464 4.365 0.01 0.00 0.01 0.0931
H 0.884 0.063 3.809 0.00 0.00 0.00 0.1022
H -1.575 0.914 -4.401 -0.01 0.01 -0.01 0.1156
H -2.513 2.757 -3.626 -0.01 0.00 -0.01 0.1203
H -4.277 3.393 -1.642 -0.01 0.00 0.00 0.0937
H -3.055 2.425 0.621 -0.01 -0.02 0.00 0.1046
C -1.767 -0.870 1.209 -0.01 -0.08 -0.06 -0.3156
C -1.709 -1.439 -0.121 -0.06 0.02 0.02 -0.2404
C -1.244 -2.744 -0.004 0.01 0.00 -0.03 -0.1761
C -1.020 -3.020 1.363 0.06 -0.05 -0.01 -0.1706
C -1.340 -1.892 2.104 -0.05 0.03 0.11 -0.1993
H -2.385 -0.022 1.481 0.03 0.02 0.02 0.0643
H -2.078 -0.962 -1.019 0.00 0.00 -0.01 0.0743
H -1.100 -3.433 -0.824 0.00 0.01 0.00 0.0768
H -0.638 -3.951 1.760 0.00 0.00 0.01 0.0895
H -1.312 -1.802 3.182 0.00 -0.01 0.00 0.0831
C 1.940 -2.042 -1.753 -0.04 0.04 0.08 -0.0495
N 2.105 -2.989 -0.666 0.03 0.02 -0.07 -0.1291
C 1.730 -4.353 -0.986 -0.03 -0.04 0.00 -0.0626
C 2.101 -2.498 0.606 -0.02 -0.01 -0.12 -0.5122
O 1.837 -1.314 0.853 -0.03 0.05 0.02 -0.0607
N 2.447 -3.358 1.610 -0.01 0.01 0.18 -0.1369
C 3.516 -4.330 1.470 -0.03 -0.06 -0.01 -0.0560
C 2.248 -2.876 2.966 0.01 -0.04 -0.02 -0.0488
H 2.458 -2.419 -2.636 0.00 0.01 -0.01 0.0954
H 2.360 -1.083 -1.466 0.02 -0.02 -0.01 0.0647
H 0.881 -1.898 -1.995 -0.01 0.02 -0.02 0.0893
H 0.825 -4.342 -1.599 0.03 0.00 0.00 0.0796
H 1.511 -4.915 -0.083 0.01 0.01 0.02 0.0867
H 2.517 -4.863 -1.549 0.02 0.00 0.03 0.0892
H 3.845 -4.406 0.438 -0.01 0.03 -0.03 0.0805
H 3.191 -5.318 1.808 0.03 0.00 -0.01 0.0915
H 4.373 -4.024 2.078 0.01 -0.01 -0.01 0.0916
H 1.287 -2.371 3.035 0.00 0.00 -0.02 0.0623
H 3.039 -2.182 3.267 -0.01 0.01 0.00 0.0867
H 2.251 -3.735 3.638 -0.02 0.01 0.00 0.0924

=====

94
Properties=species:S:1:pos:R:3:forces:R:3:lowdin_charge:R:1 method="wB97M-V/def2-TZVPD" gap_ev=6.21 total_charge=+1 e_tot_ev=-102296.3509
N -3.540 -4.308 -7.347 1.23 -0.04 0.59 -0.2700
P -1.992 -4.432 -7.566 -2.00 0.28 -0.50 0.7382
N -0.961 -4.276 -6.172 -0.82 -0.36 -0.41 -0.2051
C -1.024 -2.926 -5.518 0.90 0.69 0.52 -0.1793
C -0.885 -2.945 -3.990 -0.40 1.14 -0.25 -0.1962
C -0.752 -1.476 -3.546 -0.07 0.29 0.04 -0.1786
C -0.520 -1.340 -2.037 0.38 -0.25 -0.15 -0.2003
N -1.475 -2.154 -1.258 -0.08 0.16 -0.20 0.0151
C -0.900 -3.312 -0.692 -0.70 -1.12 -0.15 -0.5081
N 0.049 -3.289 0.125 0.68 0.57 0.22 0.1778
N -1.466 -4.572 -1.159 0.13 0.67 -0.43 0.0829
C -1.002 -5.343 -5.299 0.69 0.82 -0.83 -0.4281
N -2.184 -5.723 -4.810 -0.03 0.41 1.07 0.1678
F -2.056 -6.532 -3.703 -0.05 -0.44 -0.18 0.0245
N 0.097 -5.977 -4.995 0.63 -1.12 0.36 0.1271
P 1.706 -5.657 -5.572 2.44 0.63 -0.07 0.4226
O 1.915 -4.373 -6.189 -1.04 0.69 -0.61 -0.1915
O 2.131 -6.911 -6.436 -0.26 0.05 1.15 -0.0625
O 2.621 -5.763 -4.240 -1.92 -0.73 -0.29 -0.0875
H -3.744 -4.133 -6.368 -0.66 0.12 -0.25 -0.0452
H -1.539 -3.435 -8.463 0.60 -0.43 0.33 0.0333
H -1.678 -5.690 -8.129 0.64 0.28 0.14 0.0212
H -0.176 -2.343 -5.892 -0.04 -0.33 -0.22 0.1246
H -1.923 -2.366 -5.797 -0.12 -0.44 -0.03 0.1233
H 0.029 -3.446 -3.648 -0.20 -0.28 -0.14 0.1141
H -1.779 -3.325 -3.487 0.28 -0.31 0.08 0.0896
H -1.635 -0.892 -3.833 -0.03 -0.27 -0.04 0.1266
H 0.097 -1.032 -4.079 -0.04 0.05 0.20 0.1028
H 0.510 -1.658 -1.842 -0.16 -0.01 0.22 0.1050
H -0.551 -0.299 -1.714 -0.16 -0.06 -0.17 0.1191
H -1.971 -1.604 -0.568 0.19 -0.05 0.12 0.1109
H 0.316 -4.225 0.419 0.05 0.07 0.17 0.0735
H -2.227 -4.848 -0.548 -0.04 -0.12 -0.19 0.0900
H -0.735 -5.272 -1.158 -0.22 -0.19 0.44 0.0631
H -2.746 -4.925 -4.509 -0.39 -0.22 -0.27 0.1680
H 0.017 -6.772 -4.357 -0.16 0.12 -0.10 0.1554
H 2.892 -7.327 -5.990 -0.10 -0.28 -0.42 0.1136
H 2.100 -5.313 -3.552 0.77 0.04 0.31 0.0864
C -0.602 -2.438 5.410 0.11 -0.02 -0.21 0.0796
C -1.674 -1.982 6.069 0.25 -0.41 0.23 -0.2452
C -2.812 -1.318 5.355 -0.21 0.21 -0.48 -0.3082
O -3.768 -0.940 6.002 0.12 -0.09 0.27 0.1264
C -2.713 -1.154 3.908 -0.10 -0.01 0.17 0.0803
C -1.640 -1.607 3.250 -0.47 0.32 -0.24 -0.2310
C -0.514 -2.295 3.962 0.24 -0.13 0.52 -0.3101
O 0.428 -2.704 3.311 -0.13 0.06 -0.27 0.1048
O -1.512 -1.473 1.925 0.44 -0.26 0.27 0.0722
O -1.791 -2.090 7.395 -0.37 0.15 -0.71 0.0874
H 0.224 -2.921 5.915 -0.02 -0.01 0.01 0.1427
H -3.533 -0.658 3.406 0.01 0.00 0.00 0.1362
H -0.648 -1.881 1.693 0.00 -0.04 -0.18 0.0758
H -2.653 -1.687 7.619 0.04 -0.03 0.18 0.1319
C 3.129 3.643 -3.628 0.04 0.19 0.12 0.0838
C 2.630 2.408 -3.741 0.11 0.26 -0.43 -0.2330
C 2.277 1.586 -2.539 0.05 0.06 0.74 -0.3045
O 1.805 0.470 -2.708 0.02 0.02 -0.44 0.0708
C 2.516 2.153 -1.226 -0.14 -0.31 -0.28 0.0766
C 3.020 3.391 -1.104 -0.15 -0.23 0.51 -0.2436
C 3.349 4.226 -2.308 0.03 0.04 -0.58 -0.3154
O 3.788 5.346 -2.146 0.07 -0.05 0.28 0.1168
O 3.251 3.940 0.075 0.39 0.08 -0.36 0.1168
O 2.415 1.835 -4.929 -0.13 -0.23 0.33 0.1085
H 3.385 4.244 -4.489 -0.01 -0.02 -0.01 0.1395
H 2.273 1.542 -0.367 0.01 0.04 0.03 0.1362
H 3.604 4.831 -0.112 -0.14 0.06 0.12 0.1208
H 2.053 0.951 -4.732 0.03 0.01 -0.03 0.1075
C 0.701 2.188 8.632 0.06 0.20 0.13 0.0780
C 0.194 0.955 8.524 0.19 0.31 -0.45 -0.2304
C -0.234 0.170 9.724 -0.05 -0.04 0.77 -0.3040
O -0.705 -0.940 9.556 0.15 0.22 -0.08 0.1074
C -0.059 0.775 11.039 -0.09 -0.20 -0.19 0.0790
C 0.451 2.008 11.150 -0.14 -0.28 0.47 -0.2371
C 0.854 2.804 9.945 0.05 0.01 -0.59 -0.3142
O 1.294 3.926 10.105 -0.01 -0.01 0.32 0.1149
O 0.629 2.598 12.330 0.12 0.25 -0.40 0.1172
O 0.037 0.346 7.348 -0.14 -0.25 0.31 0.1051
H 1.011 2.764 7.771 -0.01 -0.01 -0.01 0.1355
H -0.356 0.193 11.900 0.00 0.02 0.01 0.1369
H 1.007 3.477 12.134 -0.01 0.00 0.08 0.1226
H -0.346 -0.530 7.561 0.01 -0.02 0.01 0.0816
C -0.425 8.880 -0.062 -0.04 0.18 -0.17 0.0805
C 0.082 7.682 0.247 -0.26 0.26 0.40 -0.2330
C 0.856 6.875 -0.750 0.20 0.06 -0.63 -0.2891
O 1.310 5.797 -0.402 -0.29 0.09 0.26 0.0967
C 1.026 7.414 -2.090 0.02 -0.28 0.22 0.0796
C 0.516 8.612 -2.403 0.28 -0.27 -0.41 -0.2313
C -0.237 9.433 -1.399 -0.22 0.05 0.60 -0.3116
O -0.661 10.520 -1.734 0.10 -0.03 -0.33 0.1212
O 0.645 9.141 -3.615 -0.25 0.24 0.33 0.1223
O -0.068 7.138 1.455 0.24 -0.25 -0.32 0.1153
H -0.983 9.473 0.649 0.01 -0.01 0.02 0.1387
H 1.572 6.814 -2.804 0.04 0.05 -0.01 0.1262
H 0.192 10.006 -3.578 0.04 0.01 -0.07 0.1246
H 0.392 6.278 1.419 -0.01 0.01 0.07 0.1198

=====

81
Properties=species:S:1:pos:R:3:forces:R:3:lowdin_charge:R:1 method="wB97M-V/def2-TZVPD" gap_ev=6.70 total_charge=+2 e_tot_ev=-100325.8522 de_lowest_ev=3.0757
Lu 0.103 -0.969 -1.206 0.26 -0.83 -1.07 1.7146
C -2.733 1.209 1.678 -0.77 0.94 -0.80 -0.0140
C -2.021 0.159 0.915 3.56 0.88 -2.30 -0.2008
N -1.103 0.462 -0.045 -3.16 -0.32 1.34 -0.1173
N -1.114 1.707 -0.573 -0.08 2.18 0.20 0.0664
C -0.605 1.826 -1.798 0.40 -3.77 2.37 -0.4046
O -0.174 0.719 -2.389 0.17 1.05 0.06 -0.2578
C -0.474 3.057 -2.459 -1.08 1.37 -1.82 -0.1962
C -0.790 4.288 -1.930 -0.61 2.12 2.89 -0.0385
C -0.837 5.423 -2.702 -0.02 1.24 -1.15 -0.0591
C -0.509 5.394 -4.086 -0.10 1.77 1.55 -0.0517
C -0.138 4.204 -4.616 -0.75 -1.26 -0.26 -0.0696
C -0.320 3.063 -3.833 1.51 -2.14 -2.02 -0.0150
C -2.109 -1.319 1.130 0.08 1.23 0.63 -0.2237
C -2.921 -1.826 2.158 0.41 -0.09 -0.15 0.0123
C -3.061 -3.181 2.191 -0.06 -2.06 0.22 -0.0034
C -2.349 -4.038 1.284 -0.80 1.04 1.49 -0.0185
C -1.572 -3.453 0.337 0.90 1.53 0.06 -0.1043
N -1.399 -2.082 0.282 -0.89 -1.42 -0.22 -0.0218
H -2.699 2.220 1.161 0.07 -1.50 0.31 0.1031
H -2.220 1.370 2.642 -0.55 -0.44 0.00 0.0815
H -3.796 0.900 1.735 0.53 0.37 0.64 0.1040
H -1.035 4.478 -0.840 0.42 -0.80 -1.33 0.1391
H -1.116 6.430 -2.316 0.21 -1.15 0.10 0.1245
H -0.541 6.364 -4.616 0.17 -0.88 0.07 0.1271
H 0.132 4.054 -5.647 -0.04 0.21 -0.21 0.1107
H -0.261 2.082 -4.406 0.13 1.23 1.10 0.1382
H -3.330 -1.258 2.999 0.03 0.28 -0.83 0.1416
H -3.714 -3.631 2.970 0.71 0.24 -0.62 0.1407
H -2.286 -5.088 1.487 -0.43 -0.40 -0.35 0.1160
H -0.985 -4.038 -0.364 -0.01 0.08 0.06 0.1142
C 2.929 -4.439 -2.070 0.28 0.43 1.81 0.0323
C 2.115 -3.314 -2.608 -0.91 0.36 -0.06 -0.4304
O 1.603 -2.390 -1.894 0.76 -1.53 -0.90 -0.1639
N 1.832 -3.410 -3.910 0.74 0.33 0.67 0.1061
C 0.936 -2.461 -4.582 0.37 -1.17 -1.79 -0.0741
C -0.491 -2.650 -4.125 -0.29 1.12 0.81 -0.2616
C -1.210 -3.736 -4.507 -0.07 -1.65 -0.96 -0.0164
C -2.543 -3.882 -4.137 -0.40 -0.34 0.50 -0.0149
C -3.126 -2.855 -3.395 -1.31 -0.04 -0.69 -0.0340
C -2.358 -1.746 -3.058 0.25 -1.00 0.42 -0.1229
N -1.038 -1.710 -3.299 0.29 -0.17 -0.43 0.0015
H 2.275 -5.248 -1.771 -0.37 -0.39 -0.49 0.1040
H 3.394 -4.218 -1.097 0.02 0.50 -0.50 0.1072
H 3.698 -4.771 -2.739 0.21 -0.28 -0.45 0.0938
H 2.375 -4.124 -4.402 -0.62 0.54 -0.13 0.1711
H 1.105 -2.621 -5.714 -0.75 0.06 1.78 0.1767
H 1.221 -1.447 -4.436 0.47 0.85 0.52 0.1132
H -0.689 -4.516 -5.091 -0.55 0.48 0.22 0.1406
H -3.105 -4.806 -4.385 0.42 0.85 0.09 0.1382
H -4.219 -2.866 -3.159 1.19 -0.05 -0.13 0.1369
H -2.820 -0.952 -2.471 0.39 0.07 -0.09 0.1240
C -0.849 2.619 6.578 1.15 0.47 0.20 -0.0833
C 0.532 1.953 6.344 -0.69 -0.57 -0.23 -0.2495
S 0.607 0.871 4.877 -0.05 -0.69 1.60 0.7009
O 1.627 -0.121 5.237 -1.00 0.58 -0.81 -0.3473
O -0.767 0.480 4.526 1.57 0.13 -0.28 -0.3585
C 1.267 1.904 3.531 -0.16 0.00 -0.40 -0.1715
C 2.731 1.676 3.042 0.58 0.38 1.73 -0.1212
N 2.808 1.050 1.733 -1.26 -0.11 -3.32 0.0627
C 2.172 -0.135 1.344 0.74 2.07 0.66 -0.3014
N 1.975 -0.203 0.028 1.09 1.42 0.23 -0.0184
C 2.517 0.979 -0.526 -0.11 0.10 1.26 -0.0020
C 2.966 1.805 0.492 -1.05 -2.42 0.94 -0.0871
N 3.326 3.179 0.511 2.01 4.04 0.60 -0.2551
O 2.839 3.954 -0.351 1.10 -2.55 2.03 0.1077
O 4.145 3.597 1.440 -2.79 -1.79 -3.17 0.0433
C 1.766 -1.166 2.326 0.01 0.36 0.29 0.0237
H -1.531 2.249 5.862 -0.82 -0.43 -0.85 0.0361
H -0.851 3.718 6.482 0.25 -0.50 0.22 0.0910
H -1.244 2.316 7.539 0.07 0.19 0.24 0.0822
H 0.815 1.250 7.147 -0.15 0.30 -0.36 0.1098
H 1.375 2.596 6.162 0.29 0.60 0.29 0.0859
H 1.081 2.936 3.897 0.15 -0.53 -0.56 0.1195
H 0.590 1.651 2.704 -0.05 0.47 0.13 0.0929
H 3.295 1.034 3.765 -0.48 0.58 -0.50 0.1450
H 3.263 2.667 2.963 -0.55 -1.31 0.17 0.1251
H 2.572 1.072 -1.606 -0.09 0.44 0.30 0.1322
H 2.110 -2.087 1.895 -0.23 -0.82 -0.09 0.0873
H 0.662 -1.154 2.472 0.71 -0.15 0.06 0.0966
H 2.294 -1.054 3.293 -0.57 0.09 -0.51 0.0882

=====

Computed HOMO level (eV) in order:
-6.771, -10.739, -13.065